w.
{"formula": "C4H8N4", "method": "wB97M-V/def2-TZVPD", "lumo_ev": 0.420, "gap_ev": 9.18, "homo_ha": -0.3220, "symbols": ["N", "C", "H", "H", "H", "H", "H", "N", "H", "C", "C", "N", "N", "H", "C", "H"], "positions_angstrom": [[1.161, -0.725, -0.241], [2.332, 0.075, -0.039], [-2.877, 1.389, 0.984], [1.108, 1.039, -1.852], [0.770, -1.292, 1.608], [3.262, -0.191, -0.555], [-2.259, -1.292, -1.764], [-2.292, 0.253, -0.483], [0.595, 1.163, -0.096], [1.092, 0.613, -0.824], [-1.962, -0.952, -0.781], [-1.118, -1.599, 0.227], [-1.651, 1.225, 0.564], [-1.109, 0.885, 1.548], [0.195, -1.227, 0.652], [2.752, 0.636, 1.052]]}

---

x.
{"formula": "C4H8N4", "method": "wB97M-V/def2-TZVPD", "lumo_ev": 0.798, "gap_ev": 8.83, "homo_ha": -0.2951, "symbols": ["H", "H", "H", "H", "H", "H", "C", "N", "C", "C", "N", "N", "C", "H", "H", "N"], "positions_angstrom": [[2.577, -1.703, -0.013], [0.317, 2.372, 0.042], [2.672, -0.852, -1.288], [-2.152, 1.840, -0.319], [-2.533, -1.900, 0.176], [2.242, 0.309, 1.399], [0.584, 0.183, 0.079], [2.955, -0.778, -0.286], [2.063, 0.169, 0.304], [-1.369, 1.099, -0.166], [-2.763, -0.938, 0.104], [-0.036, 1.407, -0.060], [-1.480, -0.209, -0.028], [2.383, 1.231, 0.093], [-3.357, -0.739, -0.737], [-0.290, -0.837, 0.173]]}

---

y.
{"formula": "C4H8N4", "method": "wB97M-V/def2-TZVPD", "lumo_ev": -0.466, "gap_ev": 7.28, "homo_ha": -0.2846, "symbols": ["H", "H", "C", "N", "N", "H", "H", "N", "C", "H", "C", "N", "H", "H", "C", "H"], "positions_angstrom": [[-2.229, 0.450, -0.548], [1.253, -1.893, 0.493], [-1.578, 1.399, -0.053], [0.903, -1.153, -0.410], [2.854, -0.369, 0.160], [3.790, 0.422, 0.076], [1.551, 1.679, 1.023], [0.999, 1.232, -0.462], [-0.368, -0.805, -0.132], [-2.316, -1.155, -0.276], [-0.417, 0.561, 0.087], [-1.335, -1.774, 0.128], [-1.395, -2.759, -0.454], [-1.307, 2.368, -0.636], [1.691, -0.004, -0.149], [-2.096, 1.801, 1.156]]}

---

Stability check: which of them is least stable? y.

---

w.
{"formula": "C5H10O2", "method": "wB97M-V/def2-TZVPD", "lumo_ev": 0.858, "gap_ev": 9.63, "homo_ha": -0.3223, "symbols": ["C", "O", "H", "H", "C", "H", "C", "H", "H", "C", "H", "H", "C", "O", "H", "H", "H"], "positions_angstrom": [[-0.038, 0.751, -0.800], [-0.945, 0.498, 0.597], [-1.246, -0.756, 0.596], [0.060, 1.825, 1.784], [0.068, -1.800, -0.412], [0.125, -0.730, -2.526], [-0.832, 1.208, 1.835], [0.410, -2.709, -0.949], [1.978, 0.056, -0.100], [1.434, 0.436, -0.965], [2.072, 1.082, -1.590], [-0.748, 0.542, 2.714], [0.339, -0.508, -1.468], [-1.211, -1.833, 0.051], [-1.711, 1.850, 1.996], [0.778, -1.556, 0.397], [-0.533, 1.644, -1.160]]}

---

x.
{"formula": "C5H10O2", "method": "wB97M-V/def2-TZVPD", "lumo_ev": 1.054, "gap_ev": 11.07, "homo_ha": -0.3680, "symbols": ["C", "H", "C", "H", "H", "H", "O", "H", "C", "H", "H", "C", "H", "C", "H", "H", "O"], "positions_angstrom": [[0.110, 0.128, -0.524], [-0.723, 2.574, -1.407], [0.219, -0.987, 0.519], [0.873, 0.008, -1.305], [2.081, -1.838, -0.184], [-0.361, -1.841, 0.143], [0.223, 1.436, 0.086], [-1.457, 0.297, -2.126], [-1.287, 0.454, -1.058], [1.700, -2.205, 1.513], [2.284, -0.587, 1.062], [1.660, -1.429, 0.743], [-2.072, -0.029, -0.470], [-0.971, 1.879, -0.595], [-1.685, 2.353, 0.085], [-0.183, 0.364, 1.805], [-0.410, -0.576, 1.713]]}

---

y.
{"formula": "C5H10O2", "method": "wB97M-V/def2-TZVPD", "lumo_ev": 0.785, "gap_ev": 10.36, "homo_ha": -0.3518, "symbols": ["H", "H", "H", "C", "O", "H", "H", "C", "H", "H", "C", "C", "H", "H", "H", "O", "C"], "positions_angstrom": [[1.995, 0.953, 1.683], [-4.318, 0.480, -1.162], [1.491, -1.556, 1.519], [-0.084, -0.590, 0.419], [-0.392, -0.015, -1.890], [-0.622, -1.515, 0.177], [3.338, -0.032, 1.094], [-3.218, 0.554, -1.086], [-0.549, -0.142, 1.305], [-0.036, 1.419, -0.514], [2.327, 0.315, 0.856], [1.408, -0.896, 0.649], [1.766, -1.462, -0.219], [2.413, 0.944, -0.039], [-2.625, 0.243, -1.965], [-2.684, 0.950, -0.078], [-0.210, 0.351, -0.747]]}

---

z.
{"formula": "C5H10O2", "method": "wB97M-V/def2-TZVPD", "lumo_ev": 0.829, "gap_ev": 9.54, "homo_ha": -0.3202, "symbols": ["O", "H", "C", "O", "H", "H", "H", "C", "H", "H", "H", "C", "H", "C", "C", "H", "H"], "positions_angstrom": [[-0.562, -2.702, 0.974], [2.401, 0.289, 0.556], [0.198, -1.790, 1.166], [0.722, 1.081, -0.381], [-1.870, 1.863, -0.168], [0.651, -0.611, -1.600], [-1.747, -0.930, -1.286], [2.122, 0.937, -0.287], [2.536, 1.934, -0.117], [1.266, -1.834, 0.853], [-0.109, -0.824, 1.618], [-1.258, -0.091, -0.799], [2.550, 0.525, -1.210], [-2.054, 0.817, 0.100], [0.046, 0.063, -0.989], [-1.765, 0.699, 1.155], [-3.126, 0.615, 0.023]]}

---

Stability check: which of them is least stable? w.

---

w.
{"formula": "C5H10O2", "method": "wB97M-V/def2-TZVPD", "lumo_ev": [-1.152, -1.156], "gap_ev": [7.66, 7.66], "homo_ha": [-0.3240, -0.3239], "symbols": ["C", "C", "C", "H", "H", "H", "H", "H", "O", "C", "H", "O", "H", "H", "H", "C", "H"], "positions_angstrom": [[0.125, -0.399, 0.080], [-2.409, -0.371, -0.104], [2.678, -0.177, 0.671], [3.649, 0.276, 0.371], [-1.272, 1.373, -0.599], [1.166, 1.167, -0.989], [-3.301, -0.023, -0.637], [2.004, -0.756, -0.170], [0.710, -1.348, -0.611], [-1.166, 0.286, -0.688], [-2.523, -0.109, 0.953], [2.456, -0.416, 1.839], [-0.997, 0.040, -1.737], [-0.207, -0.646, 1.103], [-2.340, -1.459, -0.186], [0.815, 0.876, 0.001], [0.612, 1.686, 0.702]]}

---

x.
{"formula": "C5H10O2", "method": "wB97M-V/def2-TZVPD", "lumo_ev": 0.714, "gap_ev": 9.62, "homo_ha": -0.3273, "symbols": ["H", "H", "H", "H", "H", "C", "O", "H", "C", "C", "H", "C", "H", "H", "H", "O", "C"], "positions_angstrom": [[-2.850, 0.216, -0.117], [1.561, -1.277, -1.099], [1.572, 1.335, 0.538], [0.239, -2.152, 0.758], [0.390, -0.539, 1.641], [1.995, 0.688, -0.229], [-1.513, 1.191, 1.138], [-1.470, 1.960, 0.559], [-1.888, 0.067, 0.393], [0.583, -1.129, 0.758], [-0.576, 0.713, -1.251], [1.237, -0.605, -0.313], [-2.026, -0.773, 1.072], [3.046, 0.510, 0.005], [1.967, 1.212, -1.186], [-1.336, -1.129, -1.719], [-0.931, -0.287, -0.946]]}

---

y.
{"formula": "C5H10O2", "method": "wB97M-V/def2-TZVPD", "lumo_ev": 0.790, "gap_ev": 10.56, "homo_ha": -0.3590, "symbols": ["H", "H", "C", "H", "C", "H", "H", "C", "H", "C", "H", "C", "O", "H", "H", "H", "O"], "positions_angstrom": [[-2.629, -0.276, -1.300], [2.104, 0.079, 1.300], [-2.150, -0.670, -0.400], [1.655, -1.413, 0.440], [1.555, 0.348, -0.789], [0.646, 1.992, -0.478], [2.487, 0.066, -1.279], [1.401, -0.350, 0.566], [0.746, -0.008, -1.446], [-0.065, -0.210, 1.098], [-0.104, 0.541, 1.893], [-1.081, 0.275, 0.058], [1.564, 1.753, -0.668], [-2.868, -0.674, 0.426], [-1.788, -1.693, -0.544], [-0.400, -1.172, 1.504], [-1.072, 1.413, -0.383]]}

---

Stability check: which of them is least stable? w.

---

w.
{"formula": "C5H10O2", "method": "wB97M-V/def2-TZVPD", "lumo_ev": 0.624, "gap_ev": 9.45, "homo_ha": -0.3245, "symbols": ["C", "C", "H", "H", "H", "O", "H", "O", "H", "C", "H", "C", "H", "H", "H", "C", "H"], "positions_angstrom": [[-1.299, -0.546, 0.058], [-3.228, 0.200, 1.084], [-0.812, 1.398, -1.455], [-1.478, -1.207, -0.791], [2.558, 0.619, -1.050], [0.004, 0.887, -1.367], [1.116, -1.432, -0.788], [-2.382, 0.410, 0.112], [3.349, -0.597, -0.027], [1.181, -0.673, 0.002], [-1.322, -1.108, 0.996], [2.498, 0.085, -0.098], [0.013, 0.993, 0.705], [1.115, -1.198, 0.964], [2.586, 0.819, 0.710], [-0.024, 0.244, -0.108], [-3.875, 1.104, 1.055]]}

---

x.
{"formula": "C5H10O2", "method": "wB97M-V/def2-TZVPD", "lumo_ev": 0.740, "gap_ev": 10.68, "homo_ha": -0.3654, "symbols": ["H", "H", "H", "C", "H", "C", "C", "H", "H", "H", "C", "H", "H", "H", "C", "O", "O"], "positions_angstrom": [[0.077, 2.278, 0.687], [0.811, -1.298, 1.884], [-2.094, -1.274, -0.127], [-0.687, 0.024, 0.881], [0.040, 1.613, -1.868], [0.620, -0.836, 0.905], [-1.651, -0.282, -0.259], [-1.225, 0.014, 1.838], [-2.464, 0.453, -0.285], [2.425, 0.696, 0.574], [0.256, 1.205, 0.723], [0.877, 0.364, -1.835], [-1.148, -0.268, -1.229], [1.453, -2.330, -0.017], [1.369, 0.465, 0.686], [0.658, -1.797, -0.127], [0.551, 1.036, -2.448]]}

---

y.
{"formula": "C5H10O2", "method": "wB97M-V/def2-TZVPD", "lumo_ev": 0.583, "gap_ev": 10.05, "homo_ha": -0.3480, "symbols": ["H", "H", "H", "H", "C", "H", "C", "H", "H", "C", "O", "H", "O", "H", "C", "C", "H"], "positions_angstrom": [[1.273, 1.793, 1.826], [1.156, 3.200, -0.225], [-0.235, 0.753, 1.177], [-2.591, -1.050, -1.147], [-1.299, -1.009, 0.328], [-1.523, -2.076, 0.415], [0.562, 1.597, 1.030], [0.371, -0.895, -1.763], [1.785, -0.245, -0.967], [1.031, -1.031, -0.907], [0.841, -1.501, 1.429], [-1.742, -0.509, 1.193], [-1.872, -0.475, -0.844], [-0.156, 2.075, -0.892], [0.348, -0.966, 0.435], [0.517, 2.335, -0.081], [1.534, -1.996, -1.007]]}

---

Stability check: which of them is least stable? w.